Entry P
{
  "formula": "C2H9N4",
  "method": "ωB97M-V/def2-TZVPD",
  "homo_ev": -13.72,
  "total_charge": 1,
  "symbols": ["C", "C", "N", "N", "N", "N", "H", "H", "H", "H", "H", "H", "H", "H", "H"],
  "xyz": [[0.9702, 1.5701, -1.0880], [0.7018, 0.7294, 1.1956], [-1.0552, -0.7622, 1.3359], [-0.1829, -0.0982, 1.9275], [0.6641, 0.6566, -0.2272], [-0.8383, -1.4341, -1.0594], [1.2233, 2.4872, -0.7574], [1.0126, 1.5015, -2.1397], [-0.1726, -0.6030, -0.5637], [0.7494, 1.7569, 1.4646], [1.7167, 0.4912, 1.3317], [-1.6186, -1.2534, 2.1203], [-0.4173, -2.3193, -1.3662], [-1.4920, -1.8147, -0.3786], [-1.2613, -0.9080, -1.7954]],
  "mulliken_charge": [-0.24, -0.50, -0.21, -0.33, -0.48, -0.54, 0.28, 0.27, 0.60, 0.48, 0.37, 0.27, 0.33, 0.34, 0.35]
}


Entry Q
{
  "formula": "C2H9N4",
  "method": "ωB97M-V/def2-TZVPD",
  "homo_ev": -13.77,
  "total_charge": 1,
  "symbols": ["C", "C", "N", "N", "N", "N", "H", "H", "H", "H", "H", "H", "H", "H", "H"],
  "xyz": [[-0.1029, 0.9813, -1.1022], [0.6178, 0.2844, 0.0767], [-0.6397, 0.8167, 0.3243], [1.7333, 0.4285, 0.6723], [0.3113, -1.5616, -0.2306], [-1.8057, 0.2007, 0.8363], [0.1599, 2.0276, -1.4079], [-0.5644, 0.3375, -1.8905], [2.6431, 0.6241, 0.1509], [1.7236, 0.5044, 1.6814], [-0.0954, -2.0001, 0.5760], [-0.4164, -1.6364, -0.8436], [1.2641, -1.9887, -0.5122], [-2.6194, -0.0525, 0.2224], [-2.2093, 1.0339, 1.4465]],
  "mulliken_charge": [-0.55, 0.53, -0.02, -0.32, -0.59, -0.63, 0.26, 0.23, 0.29, 0.27, 0.33, 0.29, 0.32, 0.27, 0.32]
}


Entry R
{
  "formula": "C2H9N4",
  "method": "ωB97M-V/def2-TZVPD",
  "homo_ev": -13.68,
  "total_charge": 1,
  "symbols": ["C", "C", "N", "N", "N", "N", "H", "H", "H", "H", "H", "H", "H", "H", "H"],
  "xyz": [[-1.4057, 0.9046, 1.0515], [2.0010, -1.8255, -0.8991], [-0.6393, 0.5932, 0.0213], [-0.8932, 1.5761, 2.0704], [1.5979, -0.6134, -1.1585], [-1.0102, -0.3011, -0.9861], [-2.4387, 0.7531, 0.9161], [3.0251, -2.0053, -1.1110], [1.2256, -2.5318, -0.6863], [0.3635, 0.6145, -0.0035], [-1.6178, 1.8292, 2.8003], [-0.0077, 1.3101, 2.4975], [2.3356, -0.0902, -1.4732], [-0.5427, -0.1059, -1.8896], [-1.9933, -0.1076, -1.1497]],
  "mulliken_charge": [0.13, -0.33, 0.14, -0.39, -0.42, -0.59, 0.31, 0.27, 0.28, 0.30, 0.30, 0.28, 0.16, 0.29, 0.27]
}


We find entry R to be the most stable, with the next structure 0.0400 hartree higher.


Entry P
{
  "formula": "C5H12N2O",
  "method": "ωB97M-V/def2-TZVPD",
  "homo_ev": [-3.00, -2.99],
  "multiplicity": 2,
  "s2": 0.786,
  "total_charge": -1,
  "symbols": ["C", "O", "C", "C", "C", "C", "N", "N", "H", "H", "H", "H", "H", "H", "H", "H", "H", "H", "H", "H"],
  "xyz": [[-1.0926, 0.7099, 0.6317], [-2.2574, 0.0912, 1.0213], [-0.3925, 0.0930, -0.5195], [0.9688, 0.6286, -0.5730], [1.9927, -0.1411, 0.0196], [1.8903, -1.3573, 0.6850], [3.2652, 0.3654, -0.0196], [-3.3759, -0.3797, -1.1589], [-1.1927, 1.7415, 0.3863], [-0.4171, 0.5987, 1.4768], [-0.9371, 0.2785, -1.4683], [1.3164, 1.2535, -1.2862], [-0.2899, -1.0049, -0.4086], [2.8047, -1.6939, 1.1183], [0.9585, -1.5906, 1.1927], [3.3171, 1.2549, -0.5577], [3.6430, 0.4344, 0.9637], [-2.9287, -0.1988, 0.0462], [-3.4586, -1.3852, -1.3127], [-4.1815, 0.0834, -1.5338]],
  "mulliken_charge": [-0.56, -0.78, -0.60, -0.84, 0.92, -1.12, -0.66, -0.73, 0.26, 0.32, 0.52, 0.37, 0.26, 0.40, 0.28, 0.22, 0.24, 0.41, 0.07, 0.03]
}


Entry Q
{
  "formula": "C5H12N2O",
  "method": "ωB97M-V/def2-TZVPD",
  "homo_ev": [-2.22, -2.12],
  "multiplicity": 2,
  "s2": 0.791,
  "total_charge": -1,
  "symbols": ["N", "C", "C", "N", "C", "C", "C", "O", "H", "H", "H", "H", "H", "H", "H", "H", "H", "H", "H", "H"],
  "xyz": [[1.5722, -1.6192, -1.4627], [2.0352, -0.2538, -1.4038], [0.9181, 0.6410, -0.7893], [0.5642, 0.1096, 0.5382], [-1.3507, 1.1186, 1.8310], [-0.7629, 0.0092, 0.9915], [-1.7285, -0.8858, 0.2687], [-1.5266, -1.3951, -0.9038], [1.9945, -2.2367, -0.6939], [0.6196, -1.5412, -1.1989], [2.8884, -0.1711, -0.7289], [2.3601, -0.0386, -2.4206], [1.0790, 1.7095, -0.5957], [-0.0019, 0.6363, -1.2760], [1.1761, 0.1466, 1.3467], [-1.0630, 2.0538, 1.3135], [-2.4437, 1.0104, 1.8815], [-0.9883, 1.2531, 2.8305], [-2.6567, 0.6496, -0.3045], [-2.6851, -1.1964, 0.7763]],
  "mulliken_charge": [-0.71, -0.53, -0.72, -0.17, -1.37, 0.17, -0.59, -0.64, 0.26, 0.37, 0.25, 0.31, 0.40, 0.38, 0.25, 0.28, 0.34, 0.38, 0.07, 0.30]
}


We find entry P to be the most stable, with the next structure 0.0414 hartree higher.


Entry P
{
  "formula": "C4H21N2O8",
  "method": "ωB97M-V/def2-TZVPD",
  "homo_ev": -5.16,
  "total_charge": -1,
  "symbols": ["O", "C", "N", "C", "C", "N", "C", "O", "H", "H", "H", "H", "H", "H", "H", "H", "H", "H", "H", "O", "H", "H", "O", "H", "H", "O", "H", "H", "O", "H", "H", "O", "H", "H", "O"],
  "xyz": [[1.6862, 2.4714, 0.0688], [0.8379, 1.5901, 0.1010], [1.1043, 0.4112, 0.7565], [-0.5904, 1.9819, -0.3063], [-0.5180, 2.7656, -1.6200], [-1.5665, 0.8843, -0.4002], [-1.1582, -0.3010, -1.3544], [0.1439, -0.3895, -1.5420], [2.0881, 0.2179, 0.8267], [0.4864, -0.3292, 0.4679], [-0.9097, 2.6218, 0.5206], [0.2157, 3.5764, -1.6694], [-0.1922, 2.2006, -2.4969], [-1.5070, 3.2025, -1.7933], [-2.3788, 1.2979, -0.8414], [-1.6650, -1.1356, -0.8354], [-1.7368, -0.0692, -2.2903], [-0.2172, -2.5325, 2.4087], [-0.2780, -1.0795, 2.0491], [-0.6773, -1.9326, 1.8157], [0.7662, 0.6036, 2.7672], [-0.4189, 0.1811, 3.6657], [0.5518, 0.0973, 3.5749], [2.2565, 1.1612, -2.8774], [1.1496, 0.0932, -2.8395], [1.8757, 0.4454, -3.4007], [-2.3297, 0.7571, 1.6251], [-2.2571, -0.6557, 2.0432], [-2.2933, 0.2294, 2.4455], [1.7276, -3.5241, 0.7493], [0.3089, -3.9265, 0.7093], [1.0884, -4.0456, 1.2442], [0.8792, -1.7497, -1.0736], [2.1115, -2.5379, -1.5823], [1.4158, -2.5814, -0.9163]],
  "mulliken_charge": [-0.71, 0.12, -0.18, 0.96, -1.50, -0.37, -0.55, -0.80, 0.18, 0.09, 0.26, 0.38, 0.28, 0.36, 0.29, 0.15, 0.22, 0.29, 0.17, -0.60, 0.39, 0.36, -0.75, 0.30, 0.43, -0.73, 0.38, 0.34, -0.75, 0.35, 0.31, -0.67, 0.46, 0.23, -0.72]
}


Entry Q
{
  "formula": "C4H21N2O8",
  "method": "ωB97M-V/def2-TZVPD",
  "homo_ev": -5.96,
  "total_charge": -1,
  "symbols": ["N", "C", "C", "N", "C", "C", "O", "O", "H", "H", "H", "H", "H", "H", "H", "H", "H", "H", "H", "O", "H", "H", "O", "H", "H", "O", "H", "H", "O", "H", "H", "O", "H", "H", "O"],
  "xyz": [[-2.7766, -2.8451, 0.3524], [-2.7054, -1.3848, 0.1632], [-1.3389, -0.7113, 0.0158], [-1.5010, 0.4826, -0.8579], [-0.1238, 0.9202, -1.2041], [0.7758, 1.3602, -0.0232], [1.9935, 1.0955, -0.1800], [0.2925, 1.8708, 1.0221], [-2.6374, -3.3250, -0.5293], [-1.9599, -3.0790, 0.9009], [-3.3490, -1.0752, -0.6633], [-3.0797, -0.9761, 1.1099], [-0.9054, -0.3795, 0.9652], [-0.7266, -1.4405, -0.5236], [-2.0218, 1.2053, -0.3703], [-0.2064, 1.7055, -1.9487], [0.4016, 0.0088, -1.4902], [3.5024, 2.1218, 0.7385], [3.6486, 0.6857, 1.1296], [4.0015, 1.5524, 1.3278], [-1.7884, -0.4285, -2.7347], [-2.7262, -1.5363, -2.9916], [-1.7812, -1.3938, -2.9185], [4.0330, -1.2214, -0.2787], [2.6032, -0.6872, 0.1825], [3.2491, -1.4091, 0.2339], [1.3057, 2.2257, 2.2688], [2.5852, 2.1504, 3.0737], [1.6730, 2.4557, 3.1588], [-0.8068, -2.9782, -2.3424], [0.6592, -3.1359, -2.3792], [-0.1306, -3.6693, -2.4471], [-1.4064, 2.4496, 1.2247], [-2.3100, 1.3425, 1.7422], [-2.3511, 2.2480, 1.4216]],
  "mulliken_charge": [-0.70, -0.89, -0.43, -0.44, -0.69, 0.70, -0.93, -0.85, 0.29, 0.29, 0.36, 0.32, 0.62, 0.21, 0.44, 0.32, 0.37, 0.36, 0.39, -0.67, 0.31, 0.29, -0.66, 0.30, 0.39, -0.70, 0.46, 0.33, -0.74, 0.32, 0.32, -0.67, 0.42, 0.30, -0.75]
}


We find entry Q to be the most stable, with the next structure 0.0097 hartree higher.


Entry P
{
  "formula": "C4H6O4",
  "method": "ωB97M-V/def2-TZVPD",
  "homo_ev": -9.41,
  "total_charge": 0,
  "symbols": ["C", "C", "C", "C", "O", "O", "O", "O", "H", "H", "H", "H", "H", "H"],
  "xyz": [[-0.0949, -1.7302, -1.6955], [0.3071, -0.5681, -0.9508], [-0.1041, 0.4893, 1.6032], [-0.8012, 0.5200, 0.2745], [-0.5053, -2.2710, -2.6536], [0.3842, -1.9804, -0.4892], [1.5034, 0.0498, -1.1642], [-0.9689, 1.7263, -0.3301], [-0.7910, 0.8561, 2.3657], [0.7790, 1.1260, 1.6023], [0.1743, -0.5309, 1.8605], [-1.7427, -0.0244, 0.2483], [1.9986, 0.1154, -0.3367], [-0.1385, 2.2221, -0.3346]],
  "mulliken_charge": [0.39, 0.48, -1.17, 0.09, -0.50, -0.40, -0.49, -0.51, 0.34, 0.34, 0.31, 0.40, 0.34, 0.37]
}


Entry Q
{
  "formula": "C4H6O4",
  "method": "ωB97M-V/def2-TZVPD",
  "homo_ev": [-7.48, -7.48],
  "total_charge": 0,
  "symbols": ["C", "C", "C", "C", "O", "O", "O", "O", "H", "H", "H", "H", "H", "H"],
  "xyz": [[-0.8348, 0.4197, -0.5376], [0.5843, -0.3089, 0.3139], [-1.4955, -0.7736, -0.0309], [1.2666, 0.4359, 1.2270], [-1.1086, 1.5627, 0.1706], [-0.7869, 0.6558, -1.8958], [1.2072, -1.0809, -0.6270], [-0.7711, -1.2430, 0.9165], [-0.6382, -0.1603, -2.3909], [-0.2452, 1.9639, 0.4078], [1.9634, -1.5257, -0.2210], [-2.2329, -1.4076, -0.5241], [2.3339, 0.5670, 1.1338], [0.7578, 0.8951, 2.0577]],
  "mulliken_charge": [0.50, 0.82, -0.15, -1.38, -0.51, -0.53, -0.52, -0.36, 0.35, 0.38, 0.37, 0.36, 0.25, 0.41]
}


Entry R
{
  "formula": "C4H6O4",
  "method": "ωB97M-V/def2-TZVPD",
  "smiles": "CC(=C=O)[C@H](O)OO",
  "homo_ev": -8.98,
  "total_charge": 0,
  "symbols": ["C", "C", "C", "O", "C", "O", "O", "O", "H", "H", "H", "H", "H", "H"],
  "xyz": [[0.3118, 1.8913, -0.0422], [-0.2652, 0.5238, 0.2114], [-1.2524, 0.3042, 1.0208], [-2.0968, 0.0640, 1.7873], [0.2953, -0.6158, -0.6231], [-0.2936, -0.6104, -1.8764], [0.0223, -1.8986, -0.0914], [0.7096, -2.1010, 1.1236], [0.2016, 2.1419, -1.0957], [-0.2009, 2.6366, 0.5578], [1.3714, 1.8989, 0.2101], [1.3937, -0.4822, -0.6902], [-0.2027, -1.4905, -2.2620], [0.0060, -2.2621, 1.7700]],
  "mulliken_charge": [-1.43, 0.29, 0.41, -0.43, 0.41, -0.51, -0.33, -0.35, 0.32, 0.39, 0.32, 0.26, 0.33, 0.32]
}


Entry S
{
  "formula": "C4H6O4",
  "method": "ωB97M-V/def2-TZVPD",
  "smiles": "O=CC1(O)[C@H](O)[C@H]1O",
  "homo_ev": -9.50,
  "total_charge": 0,
  "symbols": ["O", "C", "C", "O", "C", "O", "C", "O", "H", "H", "H", "H", "H", "H"],
  "xyz": [[-2.6202, -0.1729, -0.0631], [-1.5178, 0.4027, -0.5841], [-0.2436, -0.2023, -0.0952], [-0.5478, -1.2077, 0.6965], [0.9266, 0.7411, 0.6367], [0.6828, 2.1591, 0.1837], [1.3195, -0.2180, -0.5576], [1.8179, -1.5174, -0.3089], [-1.7834, 1.2807, -1.1072], [-1.4668, -1.2371, 0.6778], [1.4404, 0.6883, 1.6893], [1.4570, 2.6560, -0.3397], [1.6072, 0.1830, -1.5205], [1.1756, -2.0008, 0.1358]],
  "mulliken_charge": [-0.60, 0.07, 0.45, -0.64, -0.05, -0.55, -0.26, -0.53, 0.42, 0.39, 0.30, 0.30, 0.37, 0.32]
}


We find entry P to be the most stable, with the next structure 0.0441 hartree higher.


Entry P
{
  "formula": "C4H6O4",
  "method": "ωB97M-V/def2-TZVPD",
  "smiles": "OC1=C(O)C(O)(O)C1",
  "homo_ev": -8.13,
  "total_charge": 0,
  "symbols": ["O", "C", "C", "O", "C", "O", "O", "C", "H", "H", "H", "H", "H", "H"],
  "xyz": [[1.3794, 2.0794, -0.5477], [0.6774, 0.9050, -0.1624], [-0.5241, 0.8835, 0.4306], [-1.4676, 1.6698, 0.9131], [-0.4522, -0.8924, 0.2285], [-0.6383, -1.6510, 1.3590], [-1.0848, -1.2097, -0.9952], [0.9476, -0.5736, -0.1849], [1.7757, 1.7150, -1.2820], [-1.1532, 2.5406, 0.6560], [-0.3708, -2.6163, 1.2315], [-2.0773, -1.2118, -0.9091], [1.1114, -0.8516, -1.1608], [1.8769, -0.7869, 0.4234]],
  "mulliken_charge": [-0.52, 0.33, -0.18, -0.51, 0.94, -0.52, -0.54, -0.94, 0.33, 0.34, 0.35, 0.33, 0.36, 0.24]
}


Entry Q
{
  "formula": "C4H6O4",
  "method": "ωB97M-V/def2-TZVPD",
  "smiles": "O=C=C(O)O.CC=O",
  "homo_ev": -7.97,
  "total_charge": 0,
  "symbols": ["O", "C", "C", "O", "O", "H", "H", "C", "C", "O", "H", "H", "H", "H"],
  "xyz": [[-1.3958, -1.9218, -0.7550], [-1.7439, -0.8613, -0.3820], [-1.7717, 0.4005, -0.0029], [-2.1132, 1.3827, -0.8970], [-1.7853, 0.7814, 1.3160], [-2.6391, 2.0413, -0.4213], [-1.0096, 0.4111, 1.7653], [2.1217, 0.0972, -0.4431], [1.3147, -0.8380, 0.3834], [0.6245, -0.5260, 1.3182], [1.9968, 1.1228, -0.1081], [1.8234, 0.0008, -1.4845], [3.1699, -0.1939, -0.3757], [1.4077, -1.8967, 0.0867]],
  "mulliken_charge": [-0.43, 0.72, 0.00, -0.50, -0.51, 0.33, 0.43, -1.04, 0.27, -0.58, 0.33, 0.28, 0.35, 0.36]
}


We find entry Q to be the most stable, with the next structure 0.0312 hartree higher.